This record from the Open Molecules 2025 dataset describes 15 unconnected molecules or ions with the total composition C36H72N11O4. The level of theory is ωB97M-V with the def2-TZVPD basis set.

```
123
Properties=species:S:1:pos:R:3:forces:R:3
C 65.61000 57.08000 84.85900 -1.3083 -0.2849 -5.7349
C 64.25400 56.82600 84.19800 0.5489 1.5324 1.2642
C 63.19400 57.10600 85.19300 -2.3332 -0.8941 0.6560
N 61.83200 57.38500 84.55400 -0.7279 0.6799 0.8068
C 61.36800 56.23600 83.63000 -0.4687 -1.9168 3.7086
C 61.75400 58.71100 83.83300 0.4547 -0.1047 -0.0163
C 60.37200 59.18000 83.88700 -4.1889 -2.5385 -1.5734
C 59.72200 58.54200 85.11300 5.0165 2.3783 4.1623
C 60.77900 57.53800 85.70100 1.4087 2.7011 -0.9949
H 65.76600 56.75200 85.77200 1.0824 -3.4883 3.9780
H 65.64800 58.05200 85.13400 0.4381 3.7180 -0.3856
H 66.21700 56.82000 83.97100 1.0323 0.1493 1.5314
H 64.26200 55.82300 83.88800 -0.4020 -1.3095 -0.8330
H 64.22300 57.57400 83.38100 -0.3140 -0.6991 0.1240
H 63.37300 57.92900 85.84100 0.4210 1.3968 -0.1104
H 62.92200 56.38100 85.99800 0.7072 -0.5380 -1.0598
H 60.21500 56.32900 83.38700 2.6811 -0.5385 0.7320
H 61.85300 55.21700 84.17300 -2.5425 2.4713 -0.6107
H 61.99600 56.06800 82.83500 1.1680 1.1199 -2.6232
H 62.21300 58.62300 82.89900 0.1957 -0.5854 -1.8669
H 62.25200 59.60400 84.14700 1.5746 -0.3406 1.8007
H 59.67000 58.64100 83.06600 1.7635 2.1163 0.9870
H 60.33400 60.24500 83.95000 -0.4639 0.5091 -0.6722
H 58.89000 58.07200 84.97100 -4.8479 -3.1290 -1.7322
H 59.37200 59.18600 85.97200 0.9601 0.1220 -0.9361
H 60.42000 56.61000 85.86200 -1.4298 -3.1773 0.2424
H 61.27700 57.76400 86.67900 -0.1249 0.5348 -1.1380
C 69.97400 57.65000 84.11900 1.3103 2.8858 1.9460
C 68.84100 58.67600 84.62900 3.7780 -3.5360 -1.5191
N 68.06000 59.38200 85.05400 -1.1290 1.0676 0.4665
H 70.80700 58.19200 83.56500 -1.3682 -0.1286 0.7303
H 70.54400 57.13900 84.95900 -1.3583 0.7192 -0.6343
H 69.64800 56.93700 83.43100 -1.1563 -1.0517 -0.7796
C 68.69500 54.57000 81.15600 0.9031 -0.2591 0.1305
C 68.21300 54.46000 82.61800 1.0292 0.6737 -3.4741
N 67.84400 54.41400 83.69600 -0.3033 -0.0923 0.8879
H 68.00500 54.11300 80.42300 0.0953 0.1088 0.7735
H 68.96200 55.57800 80.74400 -0.7325 -0.4102 1.1181
H 69.68500 54.06100 81.01900 -0.9654 0.0175 0.5293
C 59.17100 62.86300 81.91100 8.3058 2.4496 -0.3907
C 60.48200 62.08800 81.69500 0.9327 -0.8681 0.0550
N 61.45400 61.42700 81.63800 -2.7357 1.9275 0.1327
H 58.45400 62.27400 81.98300 -6.5933 -5.2718 0.1996
H 59.27500 63.36100 82.81200 0.3529 0.5519 2.4011
H 59.06200 63.69900 81.31900 -0.2992 1.2007 -2.3036
C 58.89500 53.71100 81.40000 0.7727 -1.5683 3.9336
C 59.13900 52.26700 81.97700 -0.4892 -0.2769 -1.0175
N 59.22800 51.18200 82.40600 -0.0808 2.5229 -0.7417
H 57.99400 53.83100 80.90600 -1.8544 -0.8103 -1.4800
H 58.50400 54.18000 82.44300 2.1132 0.1483 -2.3321
H 59.69700 54.05400 80.68900 -0.4512 0.0390 1.6792
C 57.62500 52.33600 85.31900 0.4856 -0.7552 4.0562
C 58.81300 53.28900 85.25600 -4.5742 -4.0306 0.3350
N 59.69000 53.97800 85.15600 2.9535 2.4764 -0.2456
H 57.21600 52.17000 84.34600 -0.3048 -0.0441 -0.4284
H 57.88200 51.26800 85.85000 -0.0703 2.6723 -1.6895
H 56.85600 52.74000 86.11700 1.3495 -0.4131 -1.9973
C 63.15400 57.82100 78.15800 -0.6016 2.1078 2.1120
C 63.54900 58.04500 79.67400 -0.6090 -0.1723 -2.9710
N 63.73200 58.24200 80.79200 0.0396 -0.1760 -0.1950
H 63.44400 56.86700 77.80700 3.2513 -0.3679 -1.2060
H 62.28800 57.15800 78.24900 -2.1494 1.8626 0.3816
H 63.11600 58.84100 77.47100 0.0490 -3.3016 1.9277
C 63.28900 62.86000 84.96900 5.7734 -0.9449 -4.2133
C 64.25400 61.74200 84.49200 -1.6412 1.9466 1.2857
N 64.86600 60.85500 84.12200 0.5973 -0.8479 -0.3831
H 63.61600 63.72000 84.38500 -0.8313 0.1788 0.2242
H 62.42700 62.42200 84.80500 -4.8084 -1.2588 -1.5121
H 63.35100 62.95800 85.94800 0.8354 0.8570 4.5647
C 65.60100 54.35300 88.31400 1.6613 1.8675 1.5729
C 67.01000 54.96800 88.45900 4.1840 2.4300 3.0757
N 68.07400 55.48400 88.74700 -6.0079 -2.9749 -1.9858
H 65.81700 53.76700 87.49400 -0.3624 -2.3213 -1.5299
H 65.12500 53.86300 89.24300 1.1428 0.8858 -1.6303
H 65.03100 55.15400 87.85800 -0.6244 0.1407 0.4278
C 67.73100 58.82200 81.29500 2.3082 -1.2883 -3.5029
C 69.22800 58.40800 81.05700 7.0099 -1.4303 -0.6353
N 70.44100 58.13400 80.89100 -9.3520 1.9808 1.1534
H 67.26200 58.13400 81.98800 -0.2553 -0.1392 -0.2997
H 67.76400 59.79400 81.68600 -0.0934 1.3510 0.6840
H 67.33100 58.89200 80.18500 0.2341 -0.4298 2.5220
C 62.01000 51.77900 86.53000 1.7922 0.7579 -0.0181
C 63.01900 52.78300 85.97300 -1.3928 -2.9314 1.7166
N 63.74700 53.54600 85.54500 0.6067 0.9991 -0.5283
H 62.08200 50.69900 86.51500 1.4832 -0.1012 -0.4465
H 61.65900 51.98200 87.51100 0.1349 0.8074 0.9616
H 61.22500 51.94900 85.90700 -2.6840 0.5380 -1.7260
C 58.18100 58.49900 88.65000 -1.5805 -1.5850 0.3438
C 56.68000 58.58600 89.05500 -2.3279 3.5434 1.5782
O 56.01800 57.39900 89.57900 1.4454 0.5770 -0.2565
H 58.73300 58.35100 89.62400 -0.5111 -1.7915 -0.9609
H 58.55300 59.53900 88.74700 -0.3176 -0.0790 -2.2319
H 58.24800 57.69500 87.74300 0.9576 2.3610 2.1989
H 55.80500 59.09900 88.40000 2.7008 -1.0960 0.3314
H 56.81400 59.48900 89.84600 -0.8703 -2.1606 -0.8315
H 55.09200 57.59400 89.79100 0.5288 0.2046 -0.1864
C 60.19500 54.84000 88.39100 -5.2217 10.9533 4.7441
C 61.14800 55.65800 89.34500 -0.2185 -7.5710 0.3227
O 62.20200 56.01000 88.61800 4.2709 3.6315 -1.3195
H 59.85600 55.68200 87.66100 0.3484 -1.7450 0.8170
H 59.29400 54.52700 88.91100 0.0699 -0.2364 0.0913
H 60.64400 54.19000 87.95600 5.2920 -7.9948 -5.3445
H 61.54800 54.89900 90.08900 -0.7021 0.4967 -0.1594
H 60.54900 56.23700 89.88700 -1.8821 3.7818 1.9001
H 62.92700 56.51600 89.13200 -1.9532 -1.2364 -1.0105
C 65.32800 59.39400 87.50200 0.5918 1.4491 -1.9244
C 65.27700 60.70200 88.24900 1.9330 1.1837 1.9525
O 64.85400 60.41500 89.64000 -0.2353 -0.1792 -1.4033
H 65.83600 59.60800 86.47400 -0.6776 -0.4376 1.8354
H 64.25400 59.21100 87.24100 0.9513 -0.9221 0.5830
H 65.96900 58.68200 88.07900 -1.1429 0.1332 -0.5982
H 64.79000 61.53300 87.73200 -1.1498 -0.4502 0.1403
H 66.26700 61.21800 88.38100 -0.2615 -1.0595 -0.2765
H 64.36100 61.12900 90.04400 0.0093 0.3549 -0.1985
C 56.68400 59.82400 82.03500 -3.6186 -3.9689 1.5358
C 56.45100 59.83100 83.57900 2.6122 -1.9500 -3.6606
O 57.34500 60.69500 84.15700 4.2086 1.1244 -0.3262
H 56.35900 60.58100 81.46700 -1.7335 3.9051 -1.0329
H 56.13100 59.02200 81.42000 0.2734 0.4363 1.6478
H 57.57200 59.69800 81.60500 4.6507 -0.7680 -0.4198
H 56.46200 58.85300 84.04500 -0.1653 -0.3472 -0.1410
H 55.71700 60.42900 83.81000 -6.2099 1.2959 0.3064
H 57.18600 60.61000 85.06700 0.0288 0.2912 2.0803
```
Forces are in eV/Å.

Output
* energy relative to the best compared isomer or geometry (same formula, charge and spin): 116.5 kcal per mole
* 2S+1: 1
* charge: +1
* DFT total energy: -63054.4386 eV
* lowest unoccupied orbital energy: -2.1 eV